Computed, not measured: a molecular structure, C13H25AgO5PS2 at a distorted geometry, with ωB97M-V with the def2-TZVPD basis set.

The geometry in ORCA input format:
```
! RIJCOSX wB97M-V def2-TZVPD def2/J DEFGRID3
* xyz 1 1
C -2.86 0.20 -3.70
C -2.40 0.24 -2.13
C -1.98 1.74 -1.60
C -0.56 2.31 -2.18
C 0.75 1.38 -1.85
C 1.74 1.96 -0.68
C 1.15 1.85 0.84
C 1.80 0.57 1.71
P 0.90 0.30 3.37
S -0.36 1.70 3.87
C 1.78 -0.71 0.69
C 2.05 -2.17 1.39
C 0.93 -3.33 0.95
O -0.19 -3.45 1.89
C -1.28 -2.50 1.59
C -2.28 -2.05 2.85
O -1.59 -1.99 0.40
S 3.06 -0.33 -0.66
O 4.52 -0.74 -0.25
O 2.77 -1.14 -1.97
O 3.07 1.36 -0.87
H -1.91 0.10 -4.39
H -3.50 -0.79 -3.90
H -3.49 1.16 -3.94
H -3.35 -0.10 -1.50
H -1.59 -0.59 -1.97
H -2.85 2.47 -1.95
H -1.95 1.85 -0.42
H -0.37 3.38 -1.70
H -0.67 2.46 -3.34
H 1.40 1.35 -2.86
H 0.39 0.28 -1.68
H 1.87 3.12 -0.91
H -0.03 1.70 0.78
H 1.29 2.87 1.45
H 2.93 0.88 1.88
H 0.26 -1.02 3.44
H 1.95 0.26 4.40
H 0.70 -0.76 0.21
H 2.22 -2.13 2.56
H 3.08 -2.57 0.94
H 0.63 -3.23 -0.18
H 1.54 -4.36 1.03
H -3.21 -2.79 2.86
H -1.71 -2.22 3.86
H -2.73 -0.98 2.72
Ag -1.91 4.48 -1.05
*
```

Calculated values
Gap between HOMO and LUMO ... 5.2426 eV
E ... -2170.64184 a.u.
Highest occupied orbital energy ... -11.56 eV
Largest force on an atom ... 8.0 eV/A


Computed, not measured: a molecular structure, C13H25As2ITi at a distorted geometry, with ωB97M-V with the def2-TZVPD basis set.

The geometry in ORCA input format:
```
! RIJCOSX wB97M-V def2-TZVPD def2/J DEFGRID3
* xyz 0 3
C 1.75 -1.65 0.36
C 2.41 -0.55 -0.36
H 1.76 -1.25 1.38
H 2.44 -2.51 0.24
H 0.74 -2.00 0.16
H 1.97 0.48 -0.61
H 3.21 -0.28 0.34
H 2.85 -0.95 -1.28
Ti -0.17 0.26 -0.12
C -0.45 -0.73 -2.02
H -0.13 0.00 -2.80
H -1.48 -1.00 -2.29
H 0.18 -1.63 -2.14
I 0.52 1.80 2.17
C -2.17 2.28 -2.68
As -1.19 2.12 -1.03
C -0.36 3.85 -0.90
C -2.79 2.36 0.25
C -3.34 3.64 0.42
C -4.34 3.80 1.42
C -4.78 2.71 2.20
C -4.23 1.44 1.98
C -3.24 1.29 1.04
As -2.27 -0.40 0.78
C -2.61 -1.23 2.46
C -3.68 -1.34 -0.16
H -1.60 2.02 -3.57
H -2.43 3.34 -2.66
H -3.04 1.63 -2.56
H -1.14 4.57 -1.15
H -0.04 3.92 0.14
H 0.49 3.91 -1.59
H -3.02 4.45 -0.19
H -4.76 4.77 1.57
H -5.56 2.84 2.93
H -4.58 0.55 2.55
H -3.68 -1.41 2.60
H -2.06 -2.17 2.36
H -2.19 -0.60 3.24
H -4.59 -1.43 0.44
H -3.88 -0.84 -1.10
H -3.20 -2.31 -0.29
*
```

Calculated values
Gap between HOMO and LUMO (spin up / spin down) ... 7.1110 / 8.4653 eV
E ... -6128.94631 a.u.
Highest occupied orbital energy (spin up / spin down) ... -6.59 / -8.20 eV
Largest force on an atom ... 4.9 eV/A


Computed, not measured: a molecular structure, C13H25AuN3O10P3, with ωB97M-V with the def2-TZVPD basis set.

The geometry in ORCA input format:
```
! RIJCOSX wB97M-V def2-TZVPD def2/J DEFGRID3
* xyz -2 1
Au -0.98 3.49 -0.38
O 2.90 5.57 -0.02
P 2.02 4.37 0.54
O 2.60 3.03 0.26
O 0.59 4.67 0.07
O 2.05 4.62 2.15
P 3.53 4.62 2.94
O 3.94 3.07 2.73
O 4.42 5.50 2.10
O 3.33 4.91 4.38
H 3.65 5.69 0.65
H 3.66 2.80 1.83
O -2.25 0.51 -0.27
C -2.94 1.34 -0.86
O -2.70 2.59 -1.00
C -4.23 0.89 -1.53
C -4.58 -0.45 -1.48
C -5.75 -0.90 -2.08
C -6.58 0.00 -2.74
C -6.23 1.35 -2.79
C -5.06 1.79 -2.19
H -3.91 -1.13 -0.96
H -6.01 -1.95 -2.04
H -7.49 -0.34 -3.21
H -6.87 2.05 -3.30
H -4.77 2.83 -2.22
C 2.50 -4.65 0.77
N 2.33 -3.22 0.88
C 2.36 -2.71 2.23
P 1.65 -2.39 -0.41
O 2.17 -2.96 -1.68
N 1.95 -0.82 -0.06
C 3.33 -0.37 0.04
C 0.93 0.22 0.08
N 0.00 -2.61 -0.34
C -0.80 -2.55 -1.55
C -0.76 -2.35 0.88
H 3.42 -4.95 1.27
H 2.56 -4.92 -0.28
H 1.67 -5.20 1.23
H 3.33 -2.92 2.69
H 1.59 -3.18 2.86
H 2.19 -1.64 2.24
H 4.00 -1.09 -0.45
H 3.65 -0.25 1.08
H 3.44 0.60 -0.44
H 0.00 -0.07 -0.41
H 1.31 1.14 -0.37
H 0.72 0.44 1.13
H -0.15 -2.74 -2.41
H -1.29 -1.57 -1.66
H -1.58 -3.32 -1.52
H -0.09 -2.14 1.71
H -1.37 -3.23 1.14
H -1.42 -1.49 0.76
*
```

Calculated values
Gap between HOMO and LUMO ... 7.5553 eV
E ... -2587.29193 a.u.
Energy above the lowest of the compared OMol25 structures with the same formula, charge and spin ... 1.27 kcal/mol
Highest occupied orbital energy ... -3.45 eV
Largest force on an atom ... 0.5 eV/A


Computed, not measured: a molecular structure, C13H25BNO2Pd at a distorted geometry, with ωB97M-V with the def2-TZVPD basis set.

The geometry in ORCA input format:
```
! RIJCOSX wB97M-V def2-TZVPD def2/J DEFGRID3
* xyz 1 1
C 0.07 0.04 2.82
C 0.33 -0.45 1.63
B 0.74 -0.87 0.11
C 1.95 -1.96 0.04
C 3.39 -1.53 0.56
N 3.45 -0.65 1.75
C -0.58 -1.77 -0.43
C -1.90 -0.95 -0.73
C -2.83 -0.67 0.58
O -2.61 0.63 1.18
C -3.10 1.70 0.39
C -4.16 1.59 -0.80
O -2.70 2.85 0.69
C 0.89 0.44 -0.86
C 0.84 0.10 -2.45
C 2.16 1.39 -0.62
C 2.09 2.25 0.76
H -0.31 0.37 3.84
H 1.62 -2.90 0.63
H 2.05 -2.32 -1.05
H 3.97 -1.10 -0.34
H 3.97 -2.49 0.83
H 4.30 -0.07 1.76
H 3.39 -1.23 2.59
H -0.25 -2.35 -1.37
H -0.80 -2.54 0.39
H -1.79 0.02 -1.32
H -2.57 -1.63 -1.39
H -2.50 -1.47 1.35
H -3.95 -0.85 0.37
H -4.16 0.61 -1.37
H -3.87 2.41 -1.56
H -5.24 1.87 -0.47
H -0.03 1.11 -0.65
H 1.67 -0.62 -2.76
H -0.17 -0.32 -2.78
H 0.98 1.09 -3.01
H 2.10 2.20 -1.45
H 3.18 0.89 -0.79
H 2.91 3.05 0.76
H 1.09 2.81 0.75
H 2.15 1.60 1.69
Pd -5.80 -0.27 0.85
*
```

Calculated values
Gap between HOMO and LUMO ... 2.6680 eV
E ... -867.66262 a.u.
Highest occupied orbital energy ... -10.95 eV
Largest force on an atom ... 5.0 eV/A


Computed, not measured: 2 unconnected molecules or ions with the total composition C13H25BrN2O at a distorted geometry, with ωB97M-V with the def2-TZVPD basis set.

The geometry in ORCA input format:
```
! RIJCOSX wB97M-V def2-TZVPD def2/J DEFGRID3
* xyz 0 1
Br -1.70 4.64 2.90
N -0.48 3.06 3.11
C 0.36 2.65 2.26
C 1.16 1.51 2.75
C 0.48 1.10 4.08
C -0.58 2.20 4.30
H 0.46 3.13 1.29
H 1.32 0.72 2.00
H 2.13 1.96 2.99
H 1.18 1.10 4.90
H -0.02 0.14 3.93
H -1.57 1.73 4.21
H -0.64 2.73 5.25
C 0.82 -3.12 -1.79
C 1.01 -1.64 -1.41
C 1.10 -0.80 -2.69
C -0.22 -0.64 -3.45
C -1.45 -0.69 -2.53
C -1.16 -0.34 -1.06
N -0.14 -1.26 -0.55
O 0.15 -1.04 0.74
C -2.44 -0.59 -0.27
C -0.79 1.14 -0.92
C 2.34 -1.51 -0.67
H 0.78 -3.73 -0.89
H 1.65 -3.47 -2.41
H -0.11 -3.26 -2.35
H 1.49 0.19 -2.42
H 1.86 -1.24 -3.34
H -0.20 0.32 -3.98
H -0.31 -1.40 -4.22
H -2.22 -0.02 -2.91
H -1.88 -1.69 -2.55
H -2.69 -1.66 -0.28
H -3.27 -0.03 -0.70
H -2.32 -0.29 0.77
H -1.61 1.77 -1.28
H 0.11 1.41 -1.47
H -0.63 1.37 0.14
H 3.14 -1.83 -1.33
H 2.35 -2.12 0.23
H 2.52 -0.47 -0.38
*
```

Calculated values
Gap between HOMO and LUMO ... 2.3972 eV
E ... -3268.87743 a.u.
Highest occupied orbital energy ... -4.56 eV
Largest force on an atom ... 1.7 eV/A


Computed, not measured: a molecular structure, C13H25BrNNaO4S2 at a distorted geometry, with ωB97M-V with the def2-TZVPD basis set.

The geometry in ORCA input format:
```
! RIJCOSX wB97M-V def2-TZVPD def2/J DEFGRID3
* xyz 0 1
C 6.14 -0.56 -2.09
C 5.16 -1.52 -1.16
C 5.69 -3.00 -0.61
C 3.77 -1.10 -0.76
C 3.53 -0.20 0.61
C 2.53 1.06 0.26
C 1.04 0.92 0.99
C 1.26 1.47 2.55
C 0.04 1.91 0.12
C -1.41 2.21 0.86
S -2.72 0.90 0.40
O -3.67 0.72 1.61
O -1.94 -0.44 0.25
N -3.48 1.46 -1.06
S -5.23 1.41 -0.98
O -5.75 2.05 -2.32
O -5.85 2.26 0.16
C -5.82 -0.38 -1.01
C -6.54 -0.89 0.37
C -5.65 -2.02 1.18
Br -8.30 -1.75 -0.21
H 6.96 -0.07 -1.38
H 5.49 0.31 -2.59
H 6.67 -1.21 -2.94
H 6.24 -3.61 -1.47
H 4.77 -3.65 -0.26
H 6.47 -2.84 0.26
H 2.80 -1.42 -1.37
H 3.17 -0.88 1.49
H 4.59 0.28 0.87
H 2.34 1.18 -0.89
H 3.03 2.04 0.73
H 0.63 -0.18 0.97
H 1.01 2.63 2.63
H 0.57 0.86 3.27
H 2.41 1.30 2.82
H -0.19 1.34 -0.90
H 0.65 2.88 -0.15
H -1.84 3.23 0.42
H -1.33 2.35 2.02
H -6.59 -0.49 -1.92
H -4.91 -1.10 -1.30
H -6.88 0.01 1.08
H -6.30 -2.93 1.58
H -4.89 -2.47 0.39
H -5.07 -1.56 2.12
Na 7.40 -0.52 -4.63
*
```

Calculated values
Gap between HOMO and LUMO ... 3.3595 eV
E ... -4398.17389 a.u.
Highest occupied orbital energy ... -7.25 eV
Largest force on an atom ... 6.2 eV/A


Computed, not measured: a molecular structure, C13H25Cl2ErINOP2 at a distorted geometry, with ωB97M-V with the def2-TZVPD basis set.

The geometry in ORCA input format:
```
! RIJCOSX wB97M-V def2-TZVPD def2/J DEFGRID3
* xyz 2 4
C 0.01 0.99 -7.43
C 0.01 1.55 -6.02
H 0.01 1.83 -8.14
H -0.88 0.37 -7.59
H 0.89 0.37 -7.60
O 0.02 2.72 -5.74
I 0.00 0.15 -4.32
Er 0.00 0.13 0.24
P 2.73 0.08 0.17
C 3.59 1.30 1.21
C 3.25 -1.60 0.73
H 4.33 -1.74 0.63
H 4.35 0.11 -1.69
H 2.72 -2.35 0.12
H 2.72 -0.47 -2.20
H 3.25 1.16 2.25
H 2.96 -1.72 1.79
C 3.27 0.26 -1.58
H 4.68 1.21 1.17
H 3.01 1.28 -1.91
H 3.30 2.30 0.87
P -2.73 0.12 0.17
C -3.57 1.35 1.21
C -3.27 0.31 -1.57
H -2.76 -2.31 0.12
H -4.36 -1.67 0.64
H -2.98 -1.67 1.79
C -3.27 -1.55 0.73
H -2.73 -0.43 -2.20
H -4.35 0.17 -1.68
H -4.66 1.28 1.17
H -3.26 2.35 0.87
H -3.00 1.33 -1.91
H -3.24 1.21 2.25
Cl -0.02 -1.94 -1.01
Cl -0.01 1.77 5.82
C 0.00 0.46 4.71
C 0.00 -0.86 5.16
C 0.00 -1.90 4.24
C 0.00 -1.63 2.88
N 0.00 -0.34 2.44
C 0.00 0.71 3.33
H -0.01 -1.06 6.24
H 0.00 -2.94 4.58
H 0.00 -2.43 2.13
H 0.00 1.72 2.94
*
```

Calculated values
Gap between HOMO and LUMO (spin up / spin down) ... 7.3064 / 7.3716 eV
E ... -3555.74443 a.u.
Energy above the lowest of the compared OMol25 structures with the same formula, charge and spin ... 7.22 kcal/mol
Highest occupied orbital energy (spin up / spin down) ... -14.28 / -14.28 eV
Largest force on an atom ... 3.2 eV/A


Computed, not measured: a molecular structure, C13H25Cl3NOP2Tc at a distorted geometry, with ωB97M-V with the def2-TZVPD basis set.

The geometry in ORCA input format:
```
! RIJCOSX wB97M-V def2-TZVPD def2/J DEFGRID3
* xyz 3 4
C -2.36 5.61 -2.03
C -1.66 4.30 -1.88
H -3.40 5.42 -2.30
H -1.86 6.20 -2.81
H -2.32 6.15 -1.07
O -2.12 3.19 -2.06
Cl 0.05 4.49 -1.33
Tc 0.59 -0.20 0.24
P 0.80 -0.12 -2.01
C 0.12 -1.39 -3.18
C 0.33 1.30 -3.03
H 0.76 1.22 -4.04
H 2.78 -0.10 -3.47
H 0.70 2.20 -2.53
H 3.01 0.77 -1.91
H -0.96 -1.21 -3.30
H -0.77 1.37 -3.09
C 2.60 -0.12 -2.40
H 0.62 -1.32 -4.16
H 3.05 -1.01 -1.96
H 0.28 -2.38 -2.75
P -0.63 0.51 2.01
C -2.00 -0.47 2.80
C 0.53 0.79 3.40
H -0.83 2.86 1.63
H -1.74 2.38 3.11
H -2.42 2.05 1.48
C -1.49 2.12 2.06
H 1.24 1.56 3.07
H 0.02 1.11 4.31
H -2.20 -0.10 3.82
H -1.70 -1.52 2.84
H 1.07 -0.13 3.60
H -2.91 -0.36 2.18
Cl 2.09 1.57 0.50
Cl 3.19 -5.13 -0.98
C 2.36 -4.19 0.19
C 2.26 -4.63 1.51
C 1.56 -3.86 2.43
C 1.00 -2.65 2.01
N 1.17 -2.18 0.76
C 1.75 -2.98 -0.18
H 2.69 -5.59 1.78
H 1.43 -4.16 3.47
H 0.42 -2.04 2.71
H 1.74 -2.62 -1.22
*
```

Calculated values
Gap between HOMO and LUMO (spin up / spin down) ... 5.0618 / 2.2895 eV
E ... -2783.27359 a.u.
Energy above the lowest of the compared OMol25 structures with the same formula, charge and spin ... 4.07 kcal/mol
Highest occupied orbital energy (spin up / spin down) ... -17.63 / -17.63 eV
Largest force on an atom ... 5.6 eV/A